Record 1
ClH30O19 | ωB97M-V/def2-TZVPD

- ΔE to the lowest compared entry with this formula, charge and spin (kJ/mol) = 105.8
- frontier orbital gap (Ha) = 0.33835
- total energy (Ha) = -1907.53657
- total charge = -1

Positions of all 50 atoms, in Å:
Cl1 0.311 -0.382 0.351
O1 0.477 -0.718 1.782
O2 0.100 -1.644 -0.412
O3 -0.899 0.467 0.150
O4 1.569 0.349 -0.125
O5 -2.244 -2.937 -1.934
H1 -2.307 -3.854 -1.651
H2 -2.615 -2.646 -1.088
O6 -1.044 -1.136 4.027
H3 -0.241 -0.922 3.521
H4 -1.269 -1.983 3.742
O7 -2.011 2.420 -1.736
H5 -1.142 2.494 -1.314
H6 -2.554 3.059 -1.276
O8 -3.495 -0.079 -1.699
H7 -3.458 0.499 -1.012
H8 -2.525 0.070 -1.917
O9 3.869 -0.018 -2.164
H9 4.390 0.006 -1.340
H10 3.250 -0.713 -2.070
O10 -1.450 1.745 2.413
H11 -0.863 1.433 1.770
H12 -1.433 2.691 2.293
O11 3.089 2.524 -1.766
H13 3.050 1.579 -1.944
H14 2.192 2.765 -1.528
O12 -3.706 1.189 0.609
H15 -2.914 1.664 0.886
H16 -4.267 1.964 0.356
O13 1.473 0.750 3.697
H17 2.073 0.017 3.842
H18 1.014 0.549 2.886
O14 1.579 -1.946 -2.591
H19 1.292 -2.135 -1.696
H20 0.744 -1.583 -2.920
O15 -1.391 -3.445 1.095
H21 -0.669 -3.258 0.450
H22 -1.892 -2.667 1.285
O16 0.538 3.005 -0.791
H23 0.886 2.852 0.106
H24 0.277 3.909 -0.801
O17 3.469 1.268 1.076
H25 2.695 0.854 0.735
H26 3.274 1.582 1.902
O18 -1.004 -0.517 -2.953
H27 -1.177 -0.408 -3.876
H28 -1.348 -1.384 -2.706
O19 2.459 -2.417 1.614
H29 1.700 -1.802 1.716
H30 2.126 -3.103 1.012

***

Record 2
C18H22ClN5O2 | ωB97M-V/def2-TZVPD

- ΔE to the lowest compared entry with this formula, charge and spin (kJ/mol) = 79.6
- frontier orbital gap (Ha) = 0.32443
- total energy (Ha) = -1583.55716
- SMILES = O[C@H]1[C@@H](O)C[C@@]2(n3cnc4c(N[C@H]5C[C@H]6CC[C@@H]5C6)nc(Cl)nc43)C[C@@H]12

Positions of all 48 atoms, in Å:
Cl1 -4.087 -1.108 0.326
N1 1.452 0.306 -0.503
N2 -1.701 -0.499 1.368
N3 -1.934 -0.465 -0.975
O1 -1.289 1.833 -6.629
O2 -0.906 -0.795 -6.878
C1 1.341 0.291 -1.830
C2 -2.414 -0.615 0.245
C3 -0.443 -0.121 1.243
C4 -0.659 -0.132 -1.065
C5 0.192 0.049 -0.006
N4 0.364 0.115 2.366
N5 0.047 0.007 -2.233
C6 2.103 -0.868 5.321
C7 -0.300 -1.106 4.477
C8 2.254 0.419 4.572
C9 0.335 0.576 5.969
C10 -0.172 0.248 3.719
C11 0.625 -0.894 5.715
C12 0.825 1.022 4.617
C13 -0.741 1.401 -4.246
C14 -1.293 -1.156 -4.068
C15 -0.282 1.318 -5.722
C16 -0.459 0.031 -3.619
C17 0.068 -0.160 -6.031
C18 0.076 -0.884 -4.699
H1 -2.076 1.277 -6.553
H2 -0.921 -0.395 -7.739
H3 2.182 0.421 -2.520
H4 1.296 0.480 2.201
H5 2.312 -1.751 4.668
H6 2.731 -0.883 6.183
H7 -1.340 -1.298 4.830
H8 -0.015 -1.929 3.840
H9 2.704 0.226 3.588
H10 2.953 1.063 5.115
H11 0.887 0.993 6.824
H12 -0.727 0.809 6.158
H13 -1.153 0.727 3.711
H14 0.431 -1.577 6.530
H15 0.805 2.090 4.386
H16 -1.812 1.610 -4.162
H17 -0.194 2.161 -3.649
H18 -2.219 -0.950 -4.657
H19 -1.416 -2.009 -3.426
H20 0.618 1.891 -5.860
H21 1.048 -0.225 -6.476
H22 0.904 -1.541 -4.427

***

Record 3
C6H16 | ωB97M-V/def2-TZVPD

- ΔE to the lowest compared entry with this formula, charge and spin (kJ/mol) = 66.8
- frontier orbital gap (Ha) = 0.44790
- total energy (Ha) = -238.17110
- SMILES = CC(C)C.CC

Positions of all 22 atoms, in Å:
C1 -1.122 -2.012 -1.314
C2 -0.535 -2.790 -0.109
H1 -2.008 -2.527 -1.674
H2 -1.512 -1.050 -0.960
H3 -0.425 -1.716 -2.094
H4 -0.991 -3.783 -0.089
H5 -0.838 -2.292 0.803
H6 0.544 -2.878 -0.214
C3 0.596 1.750 0.297
C4 0.729 0.901 -0.957
C5 -0.836 1.667 0.789
C6 1.540 1.353 1.439
H7 0.841 2.773 -0.005
H8 1.739 0.651 -1.304
H9 -1.594 1.402 0.040
H10 -0.998 0.818 1.459
H11 -1.226 2.541 1.317
H12 2.524 1.802 1.297
H13 1.155 1.682 2.397
H14 1.787 0.286 1.409
H15 0.342 1.496 -1.779
H16 0.287 -0.071 -0.750

***

Record 4
C19H23N6OReS | ωB97M-V/def2-TZVPD

- spin multiplicity = 2
- ΔE to the lowest compared entry with this formula, charge and spin (kJ/mol) = 70.2
- frontier orbital gap (spin up / spin down) (Ha) = 0.21338 / 0.21423
- expectation value of S² = 0.776
- total energy (Ha) = -1617.01683
- total charge = +3

Positions of all 51 atoms, in Å:
Re1 0.849 0.853 0.643
C1 -2.502 0.697 3.425
C2 -1.574 0.915 2.292
N1 -0.327 0.540 2.304
N2 0.168 0.086 3.519
C3 1.371 0.521 3.683
N3 2.077 0.341 4.789
S1 2.212 1.360 2.326
C4 -1.904 1.730 1.110
C5 -3.127 2.290 0.835
C6 -3.240 3.176 -0.244
C7 -2.124 3.480 -0.998
C8 -0.916 2.876 -0.680
N4 -0.811 2.015 0.341
H1 -2.006 0.943 4.363
H2 -2.755 -0.366 3.478
H3 -3.413 1.278 3.330
H4 1.657 -0.131 5.579
H5 3.013 0.698 4.893
H6 -3.988 2.064 1.447
H7 -4.196 3.632 -0.469
H8 -2.167 4.181 -1.820
H9 -0.015 3.079 -1.241
C9 3.239 2.436 -0.886
C10 4.411 2.266 -0.143
C11 4.772 1.013 0.332
C12 3.951 -0.089 0.099
C13 2.791 0.057 -0.670
C14 2.441 1.331 -1.189
H10 2.989 3.414 -1.278
H11 5.054 3.118 0.038
H12 5.696 0.890 0.881
H13 4.230 -1.067 0.470
H14 2.320 -0.833 -1.062
H15 1.679 1.410 -1.959
N5 -0.010 -0.545 -0.519
C15 -0.392 -1.545 -1.022
N6 -0.795 -2.612 -1.560
C16 -2.167 -3.191 -1.337
C17 -2.777 -3.467 -2.700
O1 -1.936 -4.309 -3.450
C18 -0.709 -3.693 -3.761
C19 0.082 -3.408 -2.496
H16 -2.748 -2.485 -0.746
H17 -2.017 -4.113 -0.777
H18 -2.969 -2.530 -3.239
H19 -3.724 -3.988 -2.564
H20 -0.869 -2.774 -4.338
H21 -0.142 -4.392 -4.375
H22 0.985 -2.832 -2.692
H23 0.336 -4.324 -1.962

***

Record 5
C5H13NO | ωB97M-V/def2-TZVPD

- ΔE to the lowest compared entry with this formula, charge and spin (kJ/mol) = 47.5
- frontier orbital gap (Ha) = 0.39317
- total energy (Ha) = -328.30076
- SMILES = CC(N)=O.CCC

Positions of all 20 atoms, in Å:
C1 -2.816 0.203 -0.414
C2 -2.171 -1.075 -0.871
O1 -1.840 -1.963 -0.121
N1 -2.009 -1.196 -2.229
H1 -3.083 0.114 0.629
H2 -3.568 0.545 -1.117
H3 -1.694 -2.052 -2.644
H4 -2.421 -0.523 -2.859
H5 -1.992 0.929 -0.493
C3 1.579 0.472 1.481
C4 2.978 -0.190 1.381
C5 1.207 0.981 0.108
H6 0.841 -0.220 1.868
H7 1.680 1.325 2.161
H8 3.512 -0.161 2.333
H9 3.723 0.428 0.860
H10 0.905 0.161 -0.553
H11 0.361 1.685 0.063
H12 2.835 -1.074 0.761
H13 1.974 1.611 -0.343

***

Record 6
C2H4O4 | ωB97M-V/def2-TZVPD

- ΔE to the lowest compared entry with this formula, charge and spin (kJ/mol) = 128.9
- frontier orbital gap (Ha) = 0.42277
- total energy (Ha) = -379.54935
- SMILES = O=CO.O=CO

Positions of all 10 atoms, in Å:
O1 1.007 3.036 0.917
C1 0.847 2.147 0.167
O2 0.810 0.903 0.746
H1 0.756 1.981 -1.076
H2 0.854 0.219 0.032
O3 -1.925 -2.396 -0.691
C2 -1.107 -1.542 -0.565
O4 0.223 -1.854 -0.437
H3 -1.274 -0.491 -0.677
H4 0.304 -2.858 -0.181

***

Record 7
C6H14N2O | ωB97M-V/def2-TZVPD

- ΔE to the lowest compared entry with this formula, charge and spin (kJ/mol) = 195.0
- frontier orbital gap (Ha) = 0.38680
- total energy (Ha) = -421.72599
- SMILES = [H]/N=C(/C)[C@H](C)O.[H]/N=C/C

Positions of all 23 atoms, in Å:
C1 -0.081 -1.073 0.908
C2 0.840 -1.751 -0.095
C3 -2.242 0.345 1.197
C4 -1.421 -0.588 0.342
O1 -0.345 -1.978 1.976
N1 -1.900 -0.940 -0.811
H1 -0.860 -2.719 1.611
H2 0.430 -0.203 1.331
H3 -1.283 -1.586 -1.308
H4 1.867 -1.752 0.285
H5 0.563 -2.801 -0.245
H6 0.842 -1.250 -1.066
H7 -2.125 1.369 0.833
H8 -1.920 0.295 2.240
H9 -3.298 0.067 1.138
C5 2.183 1.447 -1.421
C6 0.857 2.005 -1.016
N2 0.600 2.289 0.216
H10 -0.341 2.694 0.290
H11 0.114 2.190 -1.809
H12 2.713 2.197 -2.013
H13 2.779 1.182 -0.544
H14 2.026 0.562 -2.041

***

Record 8
C30H39Ge2IN3NiS | ωB97M-V/def2-TZVPD

- spin multiplicity = 3
- ΔE to the lowest compared entry with this formula, charge and spin (kJ/mol) = 0.0
- frontier orbital gap (spin up / spin down) (Ha) = 0.27275 / 0.27785
- expectation value of S² = 2.008
- total energy (Ha) = -7688.90062
- total charge = -1

Positions of all 77 atoms, in Å:
Ni1 -0.243 0.075 0.567
C1 -2.664 0.364 2.613
N1 -1.948 -0.433 1.626
C2 -2.389 -1.600 1.325
C3 -1.626 -2.423 0.450
C4 -1.711 -3.785 0.150
C5 -0.528 -4.108 -0.515
C6 0.210 -2.918 -0.597
N2 -0.451 -1.903 -0.029
C7 -4.072 0.742 2.214
C8 -4.362 1.153 0.917
C9 -5.646 1.544 0.572
C10 -6.662 1.528 1.519
C11 -6.384 1.118 2.814
C12 -5.096 0.726 3.157
H1 -2.088 1.275 2.776
H2 -2.685 -0.178 3.563
H3 -3.312 -1.984 1.766
H4 -2.516 -4.451 0.424
H5 -0.227 -5.075 -0.888
H6 1.188 -2.774 -1.033
H7 -3.565 1.175 0.184
H8 -5.853 1.873 -0.439
H9 -7.665 1.835 1.248
H10 -7.169 1.099 3.560
H11 -4.879 0.402 4.169
C13 1.029 -0.680 -4.626
C14 0.836 -1.054 -3.153
Ge1 0.184 0.472 -2.066
C15 -1.791 0.461 -2.062
C16 -2.310 0.406 -3.504
C17 0.979 2.043 -2.937
C18 2.057 2.407 -2.229
Ge2 2.019 1.376 -0.515
C19 3.592 0.182 -0.458
C20 4.801 0.829 -1.141
C21 2.033 2.642 1.006
C22 3.380 2.706 1.731
C23 3.037 3.414 -2.684
C24 3.362 3.538 -4.035
C25 4.285 4.484 -4.460
C26 4.904 5.321 -3.543
C27 4.597 5.202 -2.193
C28 3.680 4.253 -1.770
H12 1.430 -1.523 -5.196
H13 1.725 0.154 -4.736
H14 0.086 -0.386 -5.091
H15 1.783 -1.398 -2.732
H16 0.128 -1.878 -3.051
H17 -2.134 1.360 -1.554
H18 -2.130 -0.412 -1.502
H19 -1.870 1.193 -4.121
H20 -3.394 0.534 -3.534
H21 -2.078 -0.554 -3.967
H22 0.730 2.516 -3.889
H23 3.318 -0.752 -0.955
H24 3.820 -0.076 0.576
H25 4.587 1.068 -2.184
H26 5.675 0.172 -1.119
H27 5.080 1.764 -0.651
H28 1.256 2.334 1.697
H29 1.724 3.614 0.615
H30 3.728 1.707 2.000
H31 3.287 3.278 2.656
H32 4.172 3.171 1.139
H33 2.898 2.872 -4.753
H34 4.529 4.562 -5.513
H35 5.625 6.056 -3.876
H36 5.075 5.849 -1.467
H37 3.434 4.155 -0.721
I1 0.623 -1.666 3.520
C29 1.269 -0.434 1.845
H38 1.966 -1.106 1.346
H39 1.847 0.330 2.362
S1 -1.791 4.675 0.695
C30 -1.275 3.140 0.655
N3 -0.903 2.030 0.623